<P>
{"formula": "C6H9N", "method": "ωB97M-V/def2-TZVPD", "symbols": ["C", "C", "C", "C", "C", "C", "N", "H", "H", "H", "H", "H", "H", "H", "H", "H"], "coordinates": [[-2.4313, -0.1782, -0.2882], [-1.0091, -0.0465, 0.1456], [-0.1419, 0.9656, 0.1265], [1.1889, 0.4354, 0.6074], [0.9445, -0.9993, 1.0546], [2.2146, 0.2604, -0.5364], [-0.3141, -1.1836, 0.6792], [-3.0236, -0.7269, 0.4540], [-2.8832, 0.8075, -0.4247], [-2.5031, -0.7214, -1.2391], [-0.3584, 1.9771, -0.1993], [1.6342, 1.0455, 1.4028], [1.8821, -0.5231, -1.2283], [2.3327, 1.1864, -1.1029], [3.1835, -0.0483, -0.1341], [-0.7716, -2.0806, 0.7726]], "molar_mass_g_mol": 95.14, "orbital_gap_ev": 9.202, "homo_ev": -8.273, "charge": 0}



<Q>
{"formula": "C6H9N", "method": "ωB97M-V/def2-TZVPD", "symbols": ["C", "C", "C", "C", "N", "C", "C", "H", "H", "H", "H", "H", "H", "H", "H", "H"], "coordinates": [[-0.9499, -1.7980, 0.3875], [0.0824, -0.7131, 0.2554], [1.4513, -0.8870, -0.1059], [2.0306, 0.3563, -0.1779], [1.0781, 1.2698, 0.1576], [-0.1342, 0.6487, 0.3415], [-1.2955, 1.4217, -0.1968], [-0.5546, -2.7515, 0.0230], [-1.8571, -1.5766, -0.1876], [-1.2603, -1.9530, 1.4286], [1.9214, -1.8238, -0.3753], [2.9895, 0.6900, -0.5428], [1.1967, 2.2698, 0.1731], [-2.2387, 0.8785, -0.1481], [-1.0459, 1.5453, -1.2599], [-1.4140, 2.4228, 0.2276]], "molar_mass_g_mol": 95.14, "orbital_gap_ev": 8.764, "smiles": "Cc1cc[nH]c1C", "homo_ev": -7.720, "charge": 0}



<R>
{"formula": "C6H9N", "method": "ωB97M-V/def2-TZVPD", "symbols": ["C", "C", "C", "N", "C", "C", "C", "H", "H", "H", "H", "H", "H", "H", "H", "H"], "coordinates": [[0.4553, 2.2111, 1.3229], [0.0329, 1.0421, 0.4842], [-1.1247, 0.9378, -0.2200], [-1.1468, -0.3076, -0.8087], [-0.0087, -0.9736, -0.5204], [0.2760, -2.3731, -0.9511], [0.7629, -0.1644, 0.2899], [1.5130, 2.2000, 1.5648], [0.2378, 3.1669, 0.8518], [-0.0400, 2.1849, 2.3021], [-1.8725, 1.6633, -0.4828], [-1.7909, -0.6888, -1.4793], [1.0460, -2.8108, -0.3137], [-0.5839, -3.0438, -0.8920], [0.6503, -2.4419, -1.9788], [1.5933, -0.6022, 0.8311]], "molar_mass_g_mol": 95.14, "orbital_gap_ev": 8.904, "smiles": "Cc1c[nH]c(C)c1", "homo_ev": -7.844, "charge": 0}



<S>
{"formula": "C6H9N", "method": "ωB97M-V/def2-TZVPD", "symbols": ["C", "C", "C", "N", "C", "C", "C", "H", "H", "H", "H", "H", "H", "H", "H", "H"], "coordinates": [[1.4147, -0.1180, 2.1045], [0.3550, 0.2266, 1.1061], [-1.0011, 0.0240, 1.1701], [-1.4967, 0.0486, -0.1170], [-0.4711, 0.2719, -1.0009], [-0.5420, -0.0462, -2.4573], [0.6670, 0.4536, -0.2617], [1.0086, -0.4994, 3.0434], [2.1194, 0.6904, 2.3180], [1.9925, -0.9316, 1.6511], [-1.6573, -0.1488, 2.0127], [-2.4464, -0.1682, -0.3768], [-1.4659, 0.2508, -2.9627], [0.2989, 0.4263, -2.9722], [-0.4271, -1.1307, -2.5913], [1.6515, 0.6507, -0.6660]], "molar_mass_g_mol": 95.14, "orbital_gap_ev": 8.843, "smiles": "Cc1c[nH]c(C)c1", "homo_ev": -7.792, "charge": 0}



The data favor <R>; the next most stable structure lies 0.0042 hartree above it.